100
Properties=species:S:1:pos:R:3:lowdin_spin:R:1 method="wB97M-V/def2-TZVPD" charge=-1 e_above_lowest_kj_mol=140.9 s2=6.02 energy_ha=-3174.90868 spin_multiplicity=5
C -0.24 -6.35 -1.65 0.002
C -1.15 -5.13 -2.01 0.008
C 1.21 -5.81 -1.53 0.011
C 1.21 -4.54 -2.39 0.075
H 1.92 -6.57 -1.88 0.000
H 1.42 -5.56 -0.47 0.000
C -0.22 -3.93 -2.11 0.049
H -1.91 -5.01 -1.23 0.001
H -1.65 -5.31 -2.97 0.001
C -0.29 -3.12 -0.78 0.012
H -0.50 -3.26 -2.94 0.000
H 1.19 -4.86 -3.45 0.009
C 2.36 -3.64 -2.22 0.556
C -0.57 -7.03 -0.33 0.001
C -0.31 -7.45 -2.72 0.000
O 0.63 -7.65 -3.46 0.001
O -1.25 -6.54 0.55 0.000
O -0.01 -8.25 -0.23 0.000
O -1.41 -8.24 -2.81 0.000
C -2.69 -8.02 -2.15 0.000
H -2.92 -6.96 -1.95 0.000
H -2.72 -8.62 -1.22 0.000
H -3.42 -8.43 -2.86 0.000
C -0.23 -8.83 1.06 0.000
H 0.21 -8.19 1.83 0.000
H 0.25 -9.80 1.02 0.000
H -1.30 -8.93 1.25 0.000
O 0.52 -2.01 -0.90 0.224
H 0.01 -3.79 0.06 0.000
H -1.35 -2.85 -0.57 0.004
C 2.81 -2.85 -3.37 0.089
C 3.07 -3.55 -0.94 0.086
H 3.53 -4.50 -0.64 0.024
H 2.40 -3.22 -0.13 0.023
H 3.86 -2.79 -1.03 0.000
H 3.14 -1.86 -3.03 0.012
H 2.01 -2.72 -4.12 0.005
H 3.67 -3.32 -3.86 0.035
Pt -0.22 -0.28 0.09 1.040
C -1.07 1.86 -1.82 0.221
C -0.65 0.55 -2.30 0.146
C -1.54 -0.43 -1.77 0.039
H 0.12 0.40 -3.06 0.004
C -2.40 0.23 -0.79 0.114
C -2.08 1.61 -0.79 0.085
H -2.54 2.36 -0.16 0.000
H -0.97 2.77 -2.39 0.006
H -1.71 -1.43 -2.16 0.002
H -3.25 -0.25 -0.32 0.005
C 1.09 -0.34 2.58 0.205
C 0.01 0.53 2.77 0.110
C -1.18 -0.06 2.25 0.100
H 0.06 1.47 3.32 0.004
C -0.84 -1.41 1.81 0.043
C 0.63 -1.51 1.88 0.087
H 1.20 -2.40 1.63 0.005
H 2.09 -0.21 2.99 0.010
H -2.19 0.34 2.33 0.004
H -1.52 -2.23 1.58 0.005
C 0.33 5.41 -2.34 -0.001
Si -0.74 5.56 -0.79 0.002
C -0.76 7.39 -0.31 0.000
C -2.52 5.10 -1.22 0.003
Si 0.12 4.13 0.93 0.020
Te 0.97 1.93 -0.22 0.440
Si 2.39 4.64 1.36 0.025
C 2.52 6.46 1.83 0.005
C 2.97 3.60 2.82 0.011
C 3.48 4.39 -0.17 0.015
Si -1.25 4.54 2.90 -0.002
C -1.36 6.39 3.29 -0.001
C -2.99 3.88 2.56 0.000
C -0.62 3.78 4.52 0.000
H -0.12 6.02 -3.14 0.000
H 0.40 4.38 -2.71 -0.001
H 1.36 5.77 -2.16 0.000
H -1.10 7.97 -1.18 0.000
H -1.44 7.60 0.52 0.000
H 0.24 7.76 -0.04 0.000
H -2.64 4.06 -1.55 0.000
H -3.20 5.25 -0.37 0.000
H -2.86 5.74 -2.05 0.000
H 1.93 6.68 2.73 0.000
H 3.57 6.68 2.05 0.001
H 2.18 7.12 1.02 0.000
H 2.86 2.52 2.64 0.008
H 4.03 3.81 3.00 0.000
H 2.42 3.85 3.74 0.001
H 3.49 3.36 -0.55 0.011
H 3.19 5.05 -0.99 0.001
H 4.52 4.65 0.11 0.000
H -1.87 6.96 2.50 0.000
H -1.93 6.53 4.22 0.000
H -0.37 6.84 3.44 0.000
H -2.98 2.81 2.34 0.000
H -3.63 4.04 3.44 0.000
H -3.47 4.40 1.71 0.000
H -0.63 2.69 4.52 0.000
H 0.41 4.11 4.75 0.000
H -1.26 4.10 5.35 0.000